The following is a quantum chemistry calculation of a molecular structure, C17H26ClNOPt at a distorted geometry, from the OMol25 dataset.

total charge: +2
energy above the lowest of the compared OMol25 structures with the same formula, charge and spin: 21.67 kcal/mol
highest occupied orbital energy (alpha / beta): -14.2 / -15.0 eV
E: -37335.7077 eV
2S+1: 5
strongest force on any atom: 3.905 eV Å⁻¹

```
47
Properties=species:S:1:pos:R:3:forces:R:3
C -0.079 0.122 -4.428 0.301 0.174 -1.969
C 1.329 0.650 -4.645 -0.625 -0.289 0.315
C -0.318 -1.285 -4.958 0.151 0.606 0.521
C -1.192 1.098 -4.743 0.339 -0.305 0.047
Cl -0.145 -0.048 -2.082 0.037 0.610 -2.570
H -0.259 -1.187 -6.065 -0.003 0.088 0.524
H -1.317 -1.652 -4.723 0.152 -0.048 0.057
H 0.467 -1.983 -4.658 -0.194 0.058 0.025
H 1.412 0.808 -5.739 -0.103 -0.072 0.380
H 2.088 -0.087 -4.366 -0.132 0.250 0.023
H 1.480 1.614 -4.158 0.080 -0.175 -0.020
H -1.132 1.258 -5.851 0.074 -0.181 0.720
H -1.040 2.071 -4.274 -0.103 -0.135 0.019
H -2.182 0.680 -4.544 0.187 0.160 0.089
C 1.261 -1.790 1.457 0.411 -0.243 -0.548
C 0.572 -2.680 0.558 0.690 -0.555 0.620
C 1.094 -2.493 -0.742 -0.239 -0.731 -0.562
H -0.117 -3.474 0.861 0.345 0.389 -0.148
C 2.015 -1.421 -0.716 1.084 0.502 0.660
C 2.099 -0.918 0.631 0.021 -0.847 -0.050
H 2.818 -0.189 1.015 -0.434 -0.277 -0.242
H 1.343 -1.908 2.547 -0.402 0.401 -0.691
H 0.862 -3.101 -1.634 -0.015 0.530 0.676
H 2.615 -1.041 -1.548 -0.453 -0.174 0.350
C -1.915 0.763 1.029 -0.893 -1.554 -0.576
C -1.881 -0.540 1.758 -1.154 0.378 -3.712
C -2.260 -1.568 0.761 -0.325 2.616 0.671
H -1.885 -0.646 2.810 0.437 -0.314 0.732
C -2.606 -0.926 -0.469 0.574 1.189 1.668
C -2.383 0.508 -0.334 -0.043 -1.502 2.463
H -2.575 1.252 -1.064 0.009 0.440 -0.504
H -1.836 1.737 1.498 0.103 -0.146 -0.223
H -2.361 -2.599 0.978 -0.079 -0.758 0.100
H -3.002 -1.393 -1.337 -0.025 -0.359 -0.514
Pt -0.049 -0.253 0.352 -0.075 -0.175 1.654
C 2.091 1.594 4.629 1.872 0.611 1.383
N 0.669 1.638 4.661 -1.293 -1.017 -2.400
C -0.047 2.294 5.705 0.072 0.385 2.193
C 0.034 1.132 3.590 1.345 -0.086 -0.369
O 0.674 0.666 2.588 -0.971 0.874 1.506
H 2.470 2.088 5.583 -0.310 -0.726 -1.424
H 2.500 2.108 3.753 -0.111 0.044 0.198
H 2.447 0.556 4.592 -0.065 0.227 0.102
H -0.488 3.237 5.429 0.069 0.468 -0.400
H -0.859 1.684 6.094 0.025 -0.238 0.036
H 0.658 2.495 6.557 -0.772 -0.265 -0.843
H -1.072 1.128 3.641 0.439 0.178 0.033
```
Positions in Å, forces in eV/Å.

Löwdin atomic charge list, values in e, 5 entries: number 1, C, carries -0.47; number 2, C, carries -0.07; number 3, C, carries -0.06; number 4, C, carries -0.07; number 5, Cl, carries 0.43


The following is a quantum chemistry calculation of C6H10BrFNO3P in the gas phase at a distorted geometry, from the OMol25 dataset.

total charge: 0
energy above the lowest of the compared OMol25 structures with the same formula, charge and spin: 49.71 kcal/mol
highest occupied orbital energy: -8.2 eV
E: -96063.4390 eV
SMILES: CCOP(=O)(N=C=C(F)Br)OCC
2S+1: 1
strongest force on any atom: 5.568 eV Å⁻¹

```
23
Properties=species:S:1:pos:R:3:forces:R:3
C -0.088 3.033 -0.790 1.163 -0.787 2.142
C -1.115 1.906 -0.523 -1.925 3.897 -0.271
O -0.994 0.855 -1.471 -0.559 1.487 0.117
P -0.236 -0.432 -1.260 2.927 -3.895 2.695
O -0.103 -1.317 -2.441 -0.375 1.124 2.029
N 1.434 0.038 -0.644 0.237 -0.390 0.074
C 2.514 0.144 -0.077 -2.004 1.312 -1.593
C 3.776 0.539 0.215 -0.279 -1.645 0.584
F 4.092 1.745 0.723 -0.401 -0.028 -0.161
Br 4.898 -0.877 0.876 -0.164 0.444 -0.313
O -0.856 -0.990 0.219 0.547 3.422 -3.780
C -0.713 -2.221 0.805 -0.505 -3.104 -1.590
C -2.131 -2.724 1.192 -0.669 3.186 2.899
H -0.057 2.962 -1.810 0.727 0.741 -2.905
H -0.352 4.053 -0.462 -0.296 -0.692 -0.095
H 0.971 2.812 -0.369 -1.880 0.141 -0.674
H -2.198 2.351 -0.559 1.944 -1.064 -0.498
H -0.992 1.693 0.475 0.176 -1.900 2.146
H -0.240 -2.962 0.069 -0.538 0.910 0.934
H -0.057 -2.142 1.649 0.260 0.039 0.534
H -2.197 -2.650 2.349 -0.121 0.090 -1.745
H -3.029 -2.098 0.801 1.918 -0.923 0.367
H -2.326 -3.719 1.032 -0.183 -2.365 -0.896
```
Positions in Å, forces in eV/Å.

Löwdin atomic charge list, values in e, 5 entries: number 1, C, carries -0.06; number 2, C, carries -0.25; number 3, O, carries -0.15; number 4, P, carries 0.55; number 5, O, carries -0.23